Formula: C19H30N6O4PSV
Source: the Open Molecules 2025 dataset
Level of theory: wB97M-V/def2-TZVPD

Geometry (Å):
V -0.9537 0.4437 -0.3799
O -4.7455 0.8244 0.8039
C -3.6030 0.9679 0.3913
N -2.7131 -0.0075 0.0975
C -3.1807 -1.3279 -0.2441
C -2.3874 -1.7276 -1.4636
C -2.6242 -2.8911 -2.1752
C -1.8665 -3.1627 -3.3033
C -0.8875 -2.2534 -3.6790
C -0.6918 -1.1251 -2.9086
N -1.4134 -0.8603 -1.8065
C -2.9786 2.2825 0.0716
C -3.5092 3.5100 0.4280
C -2.8541 4.6634 0.0385
C -1.6985 4.5481 -0.7330
C -1.2303 3.2934 -1.0570
N -1.8365 2.1583 -0.6520
H -4.2530 -1.3066 -0.4574
H -3.0140 -2.0579 0.5589
H -3.4068 -3.5642 -1.8511
H -2.0380 -4.0603 -3.8815
H -0.2889 -2.4141 -4.5644
H 0.0742 -0.4066 -3.1681
H -4.4227 3.5278 1.0064
H -3.2407 5.6331 0.3201
H -1.1667 5.4259 -1.0715
H -0.3320 3.1741 -1.6503
N -1.3059 -0.8312 2.9339
N -0.5092 0.0075 3.7152
C 0.0077 1.1487 3.2512
N 0.7534 1.8443 4.1326
S -0.2141 1.7998 1.7094
H -2.1950 -0.3827 2.7379
H -1.4770 -1.6748 3.4647
H -0.4281 -0.1965 4.6990
H 0.7038 1.6704 5.1231
H 1.0666 2.7519 3.8341
C 4.4382 -1.5745 1.6453
C 4.3538 -0.7680 0.3629
O 3.0710 -0.9106 -0.2734
P 1.8485 0.0441 0.2249
O 0.6162 -1.0488 0.1600
C 0.6607 -2.2128 1.0142
C 1.1048 -3.4291 0.2256
O 1.3084 0.6693 -1.2077
C 2.0122 1.7659 -1.8342
C 3.3323 1.3395 -2.4572
H 5.4105 -1.4257 2.1145
H 4.3026 -2.6363 1.4393
H 3.6672 -1.2477 2.3463
H 5.0834 -1.1234 -0.3626
H 4.5591 0.2873 0.5669
H -0.3482 -2.3488 1.3971
H 1.3240 -2.0228 1.8633
H 0.4386 -3.5767 -0.6260
H 1.0687 -4.3144 0.8607
H 2.1165 -3.2965 -0.1521
H 2.1677 2.5662 -1.1058
H 1.3433 2.1245 -2.6151
H 4.1254 1.2716 -1.7144
H 3.6282 2.0750 -3.2040
H 3.2271 0.3683 -2.9393

As for the LUMO energy (spin up / spin down): -2.15 / -2.15 eV. The value obtained for the gap between HOMO and LUMO (spin up / spin down) is 7.2 / 5.8 eV. As for the spin multiplicity: 2. As for the largest force on an atom: 1.70 eV/A. The HOMO energy (spin up / spin down) comes out at -9.3865 / -7.9327 eV. Its charge is +1. The total energy comes out at -83128.5027 eV. The energy relative to the best compared isomer or geometry (same formula, charge and spin) comes out at 85.6 kJ/mol.